(1)
43
Properties=species:S:1:pos:R:3:mulliken_charge:R:1 method="wB97M-V/def2-TZVPD" gap_ev=1.444 total_charge=+1 lumo_energy_ev=-8.5548 homo_energy_ev=-10.0 total_energy_ev=-279747.2437
O 0.645 -5.768 2.824 -0.51
S 0.745 -5.311 1.424 1.08
O 1.282 -6.364 0.524 -0.50
O -0.783 -4.688 1.003 -0.23
C -0.428 -3.941 -0.250 -0.29
C 1.135 -3.560 -0.258 0.14
N 1.467 -2.195 -0.802 -0.33
C 1.058 -1.317 0.066 0.13
S 0.182 -0.019 0.659 0.11
O 1.547 -3.842 1.127 -0.24
H -0.565 -4.712 -1.076 0.41
H -1.190 -3.101 -0.283 0.22
H 1.708 -4.273 -0.927 0.46
Al -1.284 -2.546 1.675 0.32
Br -3.640 -3.312 2.784 -0.47
O -4.416 1.404 -1.072 -0.53
Cl -2.986 1.405 -0.989 1.51
O -2.573 2.080 0.287 -0.33
O -2.431 2.126 -2.094 -0.45
O -2.493 0.057 -0.983 -0.41
Br -3.922 1.718 1.714 0.21
C -4.492 5.313 -2.063 0.31
Cl -4.773 4.113 -3.337 -0.06
Cl -3.100 6.325 -2.498 -0.11
Cl -5.932 6.333 -1.881 -0.09
Cl -4.161 4.481 -0.527 -0.06
C 5.080 0.094 0.031 -0.77
N 3.982 0.822 0.720 0.92
O 4.085 0.989 1.924 -0.54
O 3.056 1.202 0.031 -0.49
H 5.832 -0.181 0.766 0.32
H 4.647 -0.792 -0.430 0.27
H 5.498 0.765 -0.717 0.31
Na 1.009 -1.406 3.025 0.69
N 3.118 3.302 3.448 1.07
O 2.252 3.463 2.484 -0.35
O 4.262 3.719 3.306 -0.42
O 2.774 2.737 4.485 -0.47
N -1.986 -0.053 -4.280 1.11
O -2.992 -0.221 -3.588 -0.48
O -2.089 0.406 -5.416 -0.51
O -0.873 -0.346 -3.829 -0.50
Be 1.746 5.091 2.991 0.55


(2)
15
Properties=species:S:1:pos:R:3:mulliken_charge:R:1 method="wB97M-V/def2-TZVPD" de_lowest_kcal_mol=55.3 gap_ev=10.220 lumo_energy_ev=0.6432 homo_energy_ev=-9.6 total_energy_ev=-10777.3506
H -1.387 -2.318 0.557 0.29
N -1.729 -1.352 0.525 -0.58
C -0.560 -0.936 0.415 0.06
N 0.732 -1.430 0.028 -0.26
C 1.644 -0.408 0.007 0.35
O 2.839 -0.523 -0.008 -0.57
C 0.969 0.978 -0.089 -0.71
C -0.402 0.626 0.217 0.46
N -1.281 1.130 -0.887 -0.76
H 1.085 -2.189 0.670 0.33
H 1.014 1.239 -1.184 0.27
H 1.770 1.822 0.207 0.26
H -0.794 1.043 1.209 0.26
H -1.914 0.305 -1.076 0.32
H -1.985 2.012 -0.591 0.27


(3)
26
Properties=species:S:1:pos:R:3:mulliken_charge:R:1 method="wB97M-V/def2-TZVPD" de_lowest_kcal_mol=2.3 gap_ev=10.077 lumo_energy_ev=1.0172 homo_energy_ev=-9.1 total_energy_ev=-10629.6432 smiles=Cc1ccccc1.CCC
C -2.895 -1.033 0.064 -1.39
C -1.753 -1.175 -0.908 0.69
C -0.753 -0.209 -0.964 -0.13
C 0.316 -0.342 -1.836 -0.58
C 0.399 -1.449 -2.671 -0.49
C -0.594 -2.417 -2.630 -0.49
C -1.658 -2.277 -1.753 -0.43
H -3.768 -1.593 -0.273 0.41
H -3.187 0.011 0.157 0.36
H -2.621 -1.417 1.048 0.27
H -0.823 0.670 -0.333 0.34
H 1.100 0.402 -1.875 0.32
H 1.229 -1.550 -3.355 0.37
H -0.535 -3.276 -3.288 0.36
H -2.434 -3.030 -1.712 0.33
C 2.027 0.762 2.654 -1.21
C 1.053 1.760 2.026 0.08
C 1.678 2.585 0.905 -1.00
H 2.923 1.281 3.003 0.33
H 1.552 0.235 3.479 0.33
H 2.355 0.030 1.916 0.31
H 0.190 1.195 1.662 0.04
H 0.673 2.436 2.797 0.31
H 1.868 1.982 0.013 0.15
H 1.029 3.417 0.631 0.30
H 2.627 3.002 1.246 0.40


(4)
49
Properties=species:S:1:pos:R:3:mulliken_charge:R:1 method="wB97M-V/def2-TZVPD" de_lowest_kcal_mol=110.7 gap_ev=8.199 total_charge=+1 lumo_energy_ev=-3.9208 homo_energy_ev=-12.1 total_energy_ev=-25410.1773
Li 0.278 0.174 0.009 0.97
C -0.178 4.374 -0.644 -0.77
O 0.981 3.527 -0.484 -0.26
C 2.120 4.317 -0.190 -0.63
C 3.356 3.506 -0.484 -0.56
O 3.146 2.225 0.092 -0.23
C 4.310 1.434 -0.095 -0.78
H 0.039 4.979 -1.524 0.33
H -0.256 5.148 0.120 0.33
H -1.077 3.775 -0.793 0.24
H 2.129 4.805 0.785 0.40
H 2.153 5.209 -0.815 0.36
H 4.246 3.940 -0.030 0.37
H 3.475 3.487 -1.567 0.33
H 4.205 0.417 0.282 0.24
H 5.204 1.908 0.311 0.30
H 4.476 1.264 -1.159 0.35
C -1.747 -0.373 -4.423 -0.82
O -2.122 -0.831 -3.134 -0.22
C -3.576 -0.889 -3.010 -0.49
C -3.995 -1.698 -1.762 -0.69
O -3.569 -0.793 -0.694 -0.20
C -4.406 -0.684 0.438 -0.76
H -2.190 -1.047 -5.156 0.33
H -0.674 -0.474 -4.582 0.26
H -2.154 0.608 -4.667 0.31
H -4.161 -1.369 -3.794 0.43
H -3.922 0.142 -2.925 0.30
H -3.384 -2.592 -1.644 0.30
H -4.975 -2.174 -1.733 0.45
H -4.481 -1.724 0.755 0.33
H -5.390 -0.273 0.212 0.29
H -3.893 -0.121 1.219 0.18
C 1.258 -4.141 0.300 -0.75
O 1.239 -3.132 1.291 -0.23
C 0.895 -3.490 2.629 -0.58
C 1.227 -2.369 3.611 -0.54
O 0.614 -1.201 3.093 -0.19
C 0.665 -0.150 3.929 -0.77
H 1.990 -4.942 0.412 0.30
H 1.475 -3.570 -0.602 0.23
H 0.273 -4.588 0.166 0.31
H 1.462 -4.390 2.864 0.37
H -0.155 -3.777 2.691 0.33
H 2.311 -2.291 3.701 0.35
H 0.751 -2.609 4.561 0.34
H 0.062 0.639 3.480 0.22
H 1.704 0.163 4.037 0.32
H 0.260 -0.347 4.922 0.31


(5)
21
Properties=species:S:1:pos:R:3:mulliken_charge:R:1 method="wB97M-V/def2-TZVPD" de_lowest_kcal_mol=93.6 gap_ev="8.197 / 8.354" lumo_energy_ev="0.7270 / 0.8192" homo_energy_ev="-7.5 / -7.5" total_energy_ev=-10182.7838 smiles="CC(C)=C(F)C(C)C"
C -1.049 1.628 -2.093 -1.31
C -0.040 0.755 -1.426 0.47
C 1.438 1.024 -1.458 -1.08
C -0.626 -0.075 0.020 -0.05
F -1.967 -0.137 0.177 -0.31
C 0.175 -0.893 0.900 0.91
C 0.539 -0.113 2.111 -1.26
C -0.471 -2.281 1.209 -1.56
H -1.899 1.031 -2.128 0.37
H -0.666 2.051 -3.006 0.38
H -1.319 2.492 -1.441 0.27
H 1.931 0.629 -2.333 0.32
H 1.987 0.565 -0.597 0.27
H 1.441 2.127 -1.225 0.27
H 1.163 -1.126 0.348 0.16
H 0.580 0.929 1.855 0.37
H -0.402 -0.460 2.690 0.26
H 1.314 -0.411 2.722 0.39
H 0.053 -3.120 1.516 0.42
H -1.201 -2.145 1.935 0.39
H -0.979 -2.468 0.226 0.31


(6)
159
Properties=species:S:1:pos:R:3:mulliken_charge:R:1 method="wB97M-V/def2-TZVPD" gap_ev="5.949 / 4.269" lumo_energy_ev="-2.6991 / -4.3793" spin_multiplicity=2 homo_energy_ev="-8.6 / -8.6" total_energy_ev=-182656.5931
Zr 2.002 2.667 2.641 1.75
C 6.014 3.692 1.349 -1.00
C 4.666 3.785 1.725 0.24
C 4.304 4.626 3.100 0.24
O 3.153 4.384 3.483 -0.40
C 5.355 5.309 3.799 -0.80
C 6.638 5.128 3.379 0.24
C 6.952 4.355 2.128 0.20
O 8.199 4.188 1.859 -0.60
O 7.484 5.456 4.311 -0.49
O 3.746 2.988 1.435 0.63
H 6.416 3.162 0.498 0.69
H 5.129 5.778 4.745 0.60
C -0.035 -0.997 1.371 -1.10
C 0.535 0.302 1.642 0.91
C 0.460 1.319 0.501 0.71
O 1.052 2.407 0.749 1.15
C -0.254 0.925 -0.711 -1.29
C -0.731 -0.325 -0.841 0.29
C -0.515 -1.402 0.230 0.18
O -0.850 -2.654 0.127 -0.65
O -1.265 -0.577 -1.994 -0.74
O 1.078 0.719 2.661 -0.29
H 0.065 -1.703 2.181 0.46
H -0.242 1.701 -1.462 0.68
C -0.212 4.980 5.432 -0.97
C 0.094 3.540 5.554 -0.43
O 0.743 3.025 4.357 -1.00
H -0.897 5.336 6.201 0.45
H -0.571 5.242 4.437 0.08
H 0.719 5.546 5.436 0.17
H -0.812 3.053 5.916 0.30
H 0.636 3.444 6.494 0.34
C -2.742 -4.398 2.914 -0.66
C -3.016 -5.843 3.354 -0.47
O -3.120 -6.639 2.151 -0.28
C -4.236 -7.275 1.760 0.48
O -5.240 -7.349 2.460 -0.57
C -4.139 -7.820 0.305 0.84
F -2.871 -7.865 -0.206 -0.23
F -4.552 -9.041 0.268 -0.27
F -4.974 -7.121 -0.498 -0.23
H -2.385 -3.758 3.721 0.40
H -3.589 -3.873 2.473 0.08
H -1.892 -4.427 2.232 0.17
H -3.940 -5.863 3.932 0.40
H -2.275 -6.189 4.074 0.31
C -1.655 4.951 -4.651 -1.46
C -0.678 3.840 -4.477 0.54
O 0.551 4.010 -5.229 -0.32
C 1.404 5.038 -5.076 0.54
O 1.328 5.811 -4.103 -0.62
C 2.545 5.118 -6.103 0.80
F 2.404 6.349 -6.630 -0.25
F 3.675 5.083 -5.446 -0.17
F 2.427 4.063 -6.953 -0.24
H -1.267 5.859 -4.188 0.39
H -2.484 4.727 -3.980 0.45
H -1.945 5.127 -5.686 0.34
H -1.102 2.864 -4.714 0.39
H -0.420 3.675 -3.431 -0.36
C 3.016 1.746 -4.203 -1.42
C 2.859 2.514 -2.891 0.78
O 3.572 3.752 -2.803 -0.23
C 3.320 4.544 -1.693 -0.09
O 2.501 4.423 -0.738 0.22
C 4.295 5.728 -1.657 0.57
F 5.405 5.441 -0.986 -0.24
F 4.692 6.068 -2.844 -0.18
F 3.740 6.758 -0.953 -0.23
H 2.376 0.865 -4.265 0.31
H 4.077 1.605 -4.409 0.42
H 2.780 2.473 -4.980 0.19
H 3.161 1.828 -2.100 0.12
H 1.804 2.694 -2.684 -0.25
C -1.822 5.977 -0.810 -1.56
C -0.656 5.286 -0.138 0.62
O 0.175 6.292 0.467 -0.26
C 1.010 5.917 1.483 0.17
O 1.172 4.742 1.820 -0.38
C 1.715 7.103 2.275 0.58
F 1.191 8.286 1.843 -0.27
F 1.444 6.875 3.502 -0.20
F 3.029 7.073 2.029 -0.21
H -2.232 5.563 -1.731 0.15
H -1.740 7.050 -0.983 0.39
H -2.588 6.063 -0.040 0.46
H -0.043 4.782 -0.885 -0.11
H -1.163 4.623 0.563 0.16
C 2.572 -2.892 -0.832 -0.88
C 2.625 -1.440 -1.209 0.54
O 3.924 -0.834 -0.969 -0.33
C 4.346 -0.424 0.229 0.30
O 3.678 0.179 1.076 -0.35
C 5.865 -0.559 0.422 0.65
F 6.403 -1.311 -0.471 -0.21
F 6.501 0.658 0.571 -0.18
F 6.015 -1.061 1.630 -0.26
H 2.505 -2.880 0.256 0.20
H 3.474 -3.439 -1.107 0.49
H 1.673 -3.354 -1.239 -0.21
H 1.903 -0.893 -0.603 -0.21
H 2.455 -1.294 -2.276 0.34
C -1.953 -4.969 -2.076 -0.10
C -0.592 -5.355 -2.768 -0.01
O -0.277 -6.558 -2.186 -0.21
C 0.809 -6.649 -1.409 0.37
O 1.758 -5.874 -1.234 -0.56
C 0.750 -7.937 -0.487 0.92
F 2.005 -8.412 -0.546 -0.29
F 0.398 -7.708 0.765 -0.24
F 0.061 -8.942 -0.995 -0.26
H -2.875 -5.273 -2.572 0.24
H -1.913 -3.879 -2.083 -0.08
H -1.963 -5.140 -0.999 0.08
H 0.223 -4.669 -2.536 -0.24
H -0.503 -5.422 -3.852 0.36
C 1.608 -2.272 4.928 -0.92
C 1.696 -0.989 5.826 0.32
O 0.517 -0.871 6.553 -0.25
C 0.390 -0.078 7.615 0.34
O 1.299 0.647 8.079 -0.58
C -1.024 -0.008 8.211 0.91
F -1.178 1.128 8.971 -0.25
F -1.902 -0.102 7.279 -0.20
F -1.082 -1.011 9.076 -0.25
H 0.587 -2.532 4.648 0.16
H 1.839 -3.216 5.420 0.43
H 2.257 -2.093 4.070 0.19
H 1.785 -0.038 5.301 -0.21
H 2.576 -1.125 6.455 0.34
C -5.071 -0.588 -0.350 -1.44
C -4.493 -2.029 -0.579 1.26
O -5.555 -2.967 -0.785 -0.25
C -6.156 -3.640 0.186 0.43
O -6.132 -3.375 1.376 -0.57
C -6.987 -4.802 -0.285 0.76
F -6.909 -5.871 0.513 -0.24
F -8.306 -4.382 -0.178 -0.30
F -6.745 -5.237 -1.501 -0.18
H -5.522 -0.345 0.613 0.38
H -5.888 -0.338 -1.026 0.38
H -4.199 0.063 -0.414 0.31
H -3.924 -2.363 0.288 -0.22
H -3.811 -2.019 -1.430 -0.35
C -3.877 -1.327 -4.634 -0.94
C -3.242 -2.260 -5.605 -0.20
O -3.561 -3.521 -5.129 -0.06
C -3.347 -4.564 -5.996 0.23
O -2.550 -4.568 -6.947 -0.57
C -4.044 -5.813 -5.371 0.96
F -4.887 -6.270 -6.312 -0.27
F -3.176 -6.718 -4.976 -0.24
F -4.763 -5.528 -4.268 -0.21
H -3.784 -0.295 -4.973 0.43
H -3.383 -1.474 -3.673 0.00
H -4.954 -1.358 -4.468 0.34
H -2.170 -2.078 -5.688 0.26
H -3.759 -1.970 -6.520 0.31


(7)
62
Properties=species:S:1:pos:R:3:mulliken_charge:R:1 method="wB97M-V/def2-TZVPD" de_lowest_kcal_mol=36.6 gap_ev="5.872 / 5.873" total_charge=+1 lumo_energy_ev="-4.9002 / -4.8998" homo_energy_ev="-10.8 / -10.8" total_energy_ev=-105329.5445
Pd -0.997 -0.475 0.904 0.57
C -3.850 0.912 1.616 -0.73
C -3.586 -0.366 2.100 0.09
C -2.447 -0.608 2.877 -1.03
C -1.583 0.455 3.196 -0.49
C -1.817 1.709 2.651 -0.27
C -2.953 1.936 1.868 -0.12
H -4.751 1.107 1.050 0.49
H -4.284 -1.174 1.919 0.46
H -2.326 -1.569 3.360 0.62
H -0.770 0.300 3.890 0.32
H -1.152 2.527 2.896 0.46
H -3.143 2.925 1.473 0.45
C 4.487 5.681 0.095 -1.47
C 3.796 4.356 0.262 0.96
C 2.434 4.287 0.550 -0.92
C 1.792 3.068 0.678 -0.49
C 2.528 1.900 0.519 -0.17
C 3.886 1.939 0.234 -0.27
C 4.510 3.169 0.115 -0.72
S 1.722 0.346 0.550 1.97
O 1.217 0.078 1.892 -0.80
O 2.583 -0.640 -0.050 -0.76
N 0.330 0.574 -0.277 0.15
C 0.200 0.409 -1.666 0.60
C 1.204 0.521 -2.592 -0.64
C 0.939 0.314 -3.965 -0.97
C -0.312 -0.002 -4.406 -0.92
C -1.374 -0.121 -3.476 0.95
C -2.690 -0.479 -3.849 -0.65
C -3.651 -0.627 -2.892 -1.04
C -3.300 -0.418 -1.545 -0.02
N -2.100 -0.057 -1.160 0.29
C -1.125 0.093 -2.108 -0.37
H 3.790 6.510 0.196 0.34
H 4.957 5.748 -0.887 0.35
H 5.274 5.802 0.840 0.35
H 1.869 5.203 0.665 0.32
H 0.731 3.017 0.884 0.28
H 4.435 1.017 0.104 0.53
H 5.570 3.210 -0.103 0.40
H 2.208 0.760 -2.268 0.45
H 1.754 0.396 -4.672 0.41
H -0.504 -0.182 -5.456 0.42
H -2.920 -0.641 -4.895 0.44
H -4.665 -0.905 -3.143 0.42
H -4.040 -0.547 -0.762 0.36
C -0.744 -4.105 2.738 -1.21
Ge -0.236 -3.841 0.891 0.58
C 1.684 -3.958 0.630 -1.15
C -1.185 -5.088 -0.265 -1.20
C -0.686 -2.086 0.101 -0.42
H -0.445 -5.113 3.023 0.43
H -1.823 -4.019 2.872 0.36
H -0.242 -3.398 3.398 0.37
H 2.016 -4.955 0.921 0.44
H 2.197 -3.211 1.234 0.38
H 1.939 -3.786 -0.415 0.38
H -0.842 -6.100 -0.046 0.39
H -0.993 -4.873 -1.316 0.41
H -2.258 -5.034 -0.085 0.37
H -0.264 -1.893 -0.891 0.27


(8)
84
Properties=species:S:1:pos:R:3:mulliken_charge:R:1 method="wB97M-V/def2-TZVPD" de_lowest_kcal_mol=15.7 gap_ev=4.599 total_charge=+2 lumo_energy_ev=-7.9407 homo_energy_ev=-12.5 total_energy_ev=-61317.7198
Pb -0.564 -1.917 -0.184 1.30
C -3.843 -4.124 -1.293 -1.00
O -3.594 -2.746 -0.931 -0.10
C -4.591 -1.885 -0.931 0.85
C -5.827 -2.122 -1.532 -0.76
C -6.834 -1.187 -1.426 -0.55
C -6.669 0.019 -0.710 -0.94
C -5.467 0.283 -0.138 -0.35
C -4.386 -0.641 -0.259 0.15
N -3.146 -0.356 0.204 0.45
N -2.992 0.712 0.841 -0.38
C -2.267 1.097 1.820 0.11
C -1.618 0.033 2.738 1.03
O -1.667 -1.134 2.428 -0.63
C -0.847 0.541 3.867 -0.86
C -0.679 1.854 4.044 -0.66
C -1.215 2.875 3.137 0.87
C -0.960 4.216 3.367 -0.77
C -1.493 5.189 2.526 -0.69
C -2.286 4.825 1.447 -0.80
C -2.544 3.486 1.202 -0.46
C -2.006 2.508 2.036 0.61
H -4.813 -4.445 -0.920 0.50
H -3.787 -4.242 -2.374 0.37
H -3.057 -4.698 -0.813 0.23
H -5.991 -3.031 -2.091 0.54
H -7.775 -1.381 -1.925 0.43
H -7.476 0.735 -0.651 0.43
H -5.285 1.220 0.371 0.51
H -0.422 -0.195 4.535 0.54
H -0.110 2.204 4.898 0.45
H -0.343 4.504 4.209 0.48
H -1.297 6.235 2.723 0.45
H -2.713 5.585 0.807 0.47
H -3.167 3.196 0.366 0.46
C 4.094 -2.719 -0.989 -1.77
C 2.694 -2.711 -0.460 0.43
N 1.768 -1.951 -0.928 0.43
N 2.091 -1.063 -1.916 -0.53
C 0.996 -0.590 -2.491 0.20
O -0.206 -0.946 -2.219 -0.98
C 1.196 0.450 -3.538 0.69
C 2.463 0.957 -3.825 -0.20
C 2.609 1.976 -4.752 -0.79
C 1.494 2.490 -5.404 -0.45
C 0.234 1.974 -5.135 -0.68
C 0.085 0.958 -4.203 -0.50
C 2.305 -3.622 0.654 0.61
C 3.171 -4.577 1.166 -0.80
C 2.719 -5.431 2.162 -0.52
C 1.424 -5.303 2.637 -0.88
C 0.633 -4.303 2.096 -0.27
N 1.060 -3.489 1.132 0.27
H 4.128 -2.178 -1.928 0.33
H 4.778 -2.238 -0.284 0.33
H 4.450 -3.737 -1.150 0.56
H 3.325 0.540 -3.322 0.39
H 3.593 2.369 -4.972 0.42
H 1.610 3.286 -6.128 0.42
H -0.632 2.362 -5.655 0.42
H -0.890 0.543 -3.988 0.46
H 4.181 -4.661 0.794 0.39
H 3.375 -6.195 2.559 0.46
H 1.036 -5.954 3.407 0.43
H -0.377 -4.133 2.455 0.52
O 0.104 0.296 0.395 -0.28
C 1.154 0.853 0.810 0.31
C 1.314 2.335 0.658 -0.45
C 2.408 2.681 -0.373 -0.28
C 3.822 2.640 0.199 -1.04
C 4.279 1.251 0.638 -0.41
C 3.444 0.673 1.776 -0.91
N 2.145 0.147 1.336 0.09
H 1.558 2.781 1.628 0.55
H 0.349 2.722 0.336 0.09
H 2.204 3.682 -0.754 0.51
H 2.324 1.998 -1.223 -0.11
H 3.880 3.319 1.057 0.32
H 4.517 3.025 -0.548 0.45
H 5.315 1.308 0.978 0.40
H 4.250 0.558 -0.209 0.15
H 3.280 1.428 2.549 0.29
H 3.961 -0.161 2.245 0.55
H 2.019 -0.855 1.340 0.13


(9)
18
Properties=species:S:1:pos:R:3:mulliken_charge:R:1 method="wB97M-V/def2-TZVPD" gap_ev="8.932 / 6.269" lumo_energy_ev="0.0554 / -3.5481" spin_multiplicity=3 homo_energy_ev="-8.9 / -9.8" total_energy_ev=-65022.2088
C -0.563 -0.064 0.052 -0.45
C 0.686 -0.435 -0.430 -0.45
C -0.874 1.247 0.414 -0.45
C 1.779 0.428 -0.458 0.22
C 0.254 2.176 0.444 0.22
C 1.564 1.747 0.042 0.56
C 4.158 0.185 -0.592 0.23
N 5.144 0.280 -1.601 1.00
O 4.775 0.622 -2.688 -0.59
O 6.292 0.030 -1.348 -0.59
O 2.940 0.011 -1.135 -0.27
Cl 0.198 3.764 1.144 -0.19
Cl 2.901 2.700 0.314 -0.17
Cl 5.168 -2.354 1.767 -0.14
Cl 4.740 -0.086 0.970 -0.02
H -1.536 -0.702 0.075 0.23
H 0.907 -1.387 -0.867 0.44
H -1.898 1.490 0.611 0.43